Below is a structure of composition C7Cl5F8O2TeV, with properties calculated with ωB97M-V/def2-TZVPD.

Orbital gap (alpha / beta) = 6.2765 / 6.5850 eV
Spin multiplicity = 2
Expectation value of S² = 0.78
DFT total energy = -128679.2065 eV
Net charge = +1
E_HOMO (alpha / beta) = -12.92 / -12.93 eV

Atoms and positions in Å:
1 V -0.016 0.016 -0.592
2 Cl -1.961 4.237 4.755
3 C -1.717 3.020 3.587
4 C -0.936 3.307 2.459
5 Cl -0.224 4.835 2.212
6 C -0.755 2.297 1.536
7 Cl 0.188 2.499 0.081
8 C -1.325 1.048 1.710
9 O -1.071 0.147 0.720
10 C -2.100 0.745 2.812
11 Cl -2.768 -0.813 2.972
12 C -2.292 1.755 3.762
13 Cl -3.235 1.426 5.143
14 F 0.997 -1.622 1.472
15 C 1.479 -0.708 0.640
16 F 1.977 0.313 1.352
17 F 2.466 -1.250 -0.070
18 F -0.726 -0.131 -3.329
19 Te 0.634 -1.378 -3.048
20 F -0.164 -2.585 -4.134
21 F 2.090 -2.427 -2.745
22 F 1.578 -0.540 -4.351
23 F 1.316 0.317 -1.947
24 O -0.121 -1.707 -1.400

natural (NBO) population analysis, charges in e, atoms 1 to 2:
1 V 1.331
2 Cl 0.132